1.
ORCA calculation (ωB97M-V/def2-TZVPD) on a 9-piece molecular cluster, C44H115N9O13 overall at a distorted geometry.

Cartesian coordinates (Å):
C  -0.11060  -1.48160  -5.61686
O  -0.55433  -0.34802  -4.95146
C  -0.13437  0.85825  -5.54204
C  -0.31563  2.08719  -4.61207
N  -1.51760  1.93739  -3.81887
C  -2.80863  2.30327  -4.44722
C  -4.01806  2.08088  -3.49097
O  -3.95368  0.74360  -2.91816
C  -4.83519  0.53214  -1.83749
H  -0.50648  -2.40492  -5.19394
H  0.97599  -1.46709  -5.70193
H  -0.43500  -1.71426  -6.63112
H  -0.67337  0.99166  -6.48000
H  0.92368  0.90648  -5.79955
H  -0.29382  3.04588  -5.13027
H  0.51651  2.11828  -3.90873
H  -1.57926  0.93249  -3.73849
H  -2.85823  1.68538  -5.34379
H  -2.78295  3.34549  -4.76539
H  -4.93301  2.21281  -4.06851
H  -4.02104  2.83960  -2.70839
H  -4.52788  -0.36291  -1.29661
H  -5.84577  0.38978  -2.22032
H  -4.85072  1.33390  -1.09923
C  -4.70054  5.16862  2.16987
O  -6.06584  5.36268  2.29208
C  -6.81341  4.17622  2.69362
C  -8.19211  4.26939  2.12043
N  -9.19810  3.93063  3.14694
C  -10.49870  3.84650  2.49529
C  -11.55458  3.30483  3.41617
O  -11.62190  1.91516  3.35119
C  -12.49075  1.41089  4.35594
H  -4.54840  4.47711  1.34115
H  -4.23756  4.68487  3.02994
H  -4.25943  6.14510  1.96987
H  -6.76017  4.10650  3.78008
H  -6.29203  3.30865  2.28914
H  -8.20957  3.64594  1.22650
H  -8.33525  5.30197  1.80201
H  -9.02838  2.96612  3.39396
H  -10.50697  3.15805  1.65027
H  -10.82882  4.83600  2.17904
H  -12.52472  3.59931  3.01590
H  -11.38701  3.62258  4.44528
H  -13.46074  1.90719  4.38620
H  -11.96010  1.59172  5.29072
H  -12.53966  0.33720  4.17456
C  3.89807  5.71899  -4.30119
O  4.19734  5.90485  -2.91619
C  3.10520  6.04672  -2.05311
C  3.54141  5.78773  -0.66255
N  3.97534  4.40156  -0.43206
C  4.52468  4.20401  0.96773
C  4.88350  2.74667  1.18761
O  5.08900  2.67591  2.63358
C  5.90049  1.53945  3.02144
H  3.10920  6.42907  -4.54936
H  3.36226  4.77733  -4.42075
H  4.71343  5.83567  -5.01510
H  2.36628  5.25721  -2.19013
H  2.65732  7.04034  -2.03804
H  2.70159  6.05252  -0.02014
H  4.39093  6.44822  -0.48884
H  4.72674  4.33448  -1.10363
H  3.74756  4.51419  1.66628
H  5.43665  4.78275  1.11427
H  5.74334  2.38055  0.62660
H  4.00836  2.14763  0.93588
H  6.81209  1.42847  2.43426
H  5.24491  0.72034  2.72581
H  5.98681  1.48865  4.10682
C  0.86458  -4.80313  11.07469
O  0.46645  -4.18396  9.89722
C  1.17202  -2.98559  9.44757
C  2.57491  -3.21400  8.80255
N  2.59692  -4.08574  7.60975
C  1.84655  -3.45255  6.51381
C  1.61931  -4.45653  5.34297
O  0.69577  -5.40411  5.73665
C  0.44448  -6.48188  4.84747
H  0.37102  -5.76939  11.17888
H  0.59548  -4.33514  12.02161
H  1.93058  -5.02447  11.02217
H  1.28756  -2.27202  10.26338
H  0.48635  -2.51464  8.74319
H  3.33986  -3.52959  9.51201
H  2.85557  -2.23608  8.41139
H  2.01015  -4.89939  7.72713
H  2.30184  -2.55430  6.09671
H  0.90029  -3.02497  6.84527
H  2.56067  -4.94705  5.09533
H  1.26516  -3.87336  4.49292
H  1.33557  -7.09304  4.70414
H  0.23605  -6.09111  3.85150
H  -0.42211  -7.05096  5.18403
C  -5.51164  -6.94242  -3.06267
C  -5.57450  -5.46366  -3.46436
C  -4.29194  -4.59387  -3.16772
O  -3.90816  -4.74575  -1.75766
C  -2.58475  -4.29678  -1.39005
N  -5.85647  -5.34878  -4.90314
H  -6.53244  -7.32435  -3.07735
H  -4.93604  -7.03699  -2.14188
H  -4.90892  -7.51922  -3.76420
H  -6.36257  -4.88150  -2.98672
H  -4.30666  -3.52670  -3.38919
H  -3.44830  -4.90871  -3.78193
H  -1.78106  -5.01144  -1.56737
H  -2.51930  -3.94171  -0.36159
H  -2.36665  -3.51351  -2.11601
H  -6.03080  -4.35633  -4.97196
H  -6.78071  -5.73905  -5.01958
C  2.09921  2.18037  7.27036
C  0.74360  2.33456  6.51286
C  -0.41915  2.77556  7.47451
O  -0.58241  1.90613  8.57397
C  -1.55012  2.37552  9.55710
N  0.97066  3.25947  5.40779
H  2.50936  3.17581  7.44057
H  2.75295  1.74720  6.51334
H  2.01423  1.60917  8.19481
H  0.52174  1.36381  6.06956
H  -1.32436  2.86566  6.87404
H  -0.22281  3.78163  7.84517
H  -1.59109  1.65074  10.37019
H  -2.55889  2.53007  9.17421
H  -1.32554  3.34476  10.00233
H  1.69510  2.93611  4.78270
H  0.15704  3.42073  4.83150
C  5.17351  -5.98878  -10.55355
C  4.07984  -5.66582  -9.50039
C  4.60103  -5.61969  -8.04406
O  3.46605  -5.24521  -7.22628
C  3.63348  -5.46209  -5.81966
N  3.61227  -4.31798  -9.86419
H  4.80397  -5.85491  -11.57022
H  5.37000  -7.06085  -10.54048
H  6.08617  -5.43520  -10.33285
H  3.28360  -6.38651  -9.68670
H  5.33782  -4.82217  -7.94803
H  5.07063  -6.56684  -7.77858
H  4.01171  -6.45056  -5.55896
H  2.68939  -5.28404  -5.30478
H  4.31538  -4.67617  -5.49493
H  3.13545  -4.43391  -10.74698
H  2.99568  -4.01974  -9.12193
C  -0.99753  0.36989  1.00325
C  0.42797  0.81129  0.54169
C  1.16270  -0.12087  -0.48632
O  1.52932  -1.33214  0.26198
C  2.41631  -2.18798  -0.35600
N  0.39810  2.17675  0.07723
H  -1.56790  1.10963  1.56501
H  -1.11988  -0.52675  1.61083
H  -1.58367  0.15167  0.11054
H  1.09691  0.86754  1.40043
H  2.05959  0.35721  -0.88016
H  0.48866  -0.30746  -1.32236
H  2.50950  -3.12890  0.18630
H  3.35622  -1.63743  -0.39596
H  2.20579  -2.34459  -1.41395
H  1.37201  2.44432  0.07403
H  0.04195  2.17909  -0.86789
C  8.29944  1.75465  -3.68396
C  7.05705  2.50664  -4.08053
C  5.78824  1.58230  -4.14388
O  5.97294  0.35293  -4.93297
C  6.07716  0.67330  -6.33440
N  6.94455  3.63823  -3.10156
H  9.17913  2.39824  -3.69035
H  8.48283  0.90971  -4.34769
H  8.21726  1.30442  -2.69470
H  7.16969  2.94953  -5.07010
H  4.90402  2.13691  -4.45798
H  5.61486  1.29477  -3.10688
H  7.00276  1.15987  -6.64203
H  5.28504  1.39187  -6.54487
H  5.95944  -0.20314  -6.97165
H  6.25792  4.31751  -3.39688
H  7.83441  4.11487  -3.13414

* molar mass: 978.5 g/mol
* HOMO-LUMO gap: 9.01 eV
* energy relative to the best compared isomer or geometry (same formula, charge and spin): 447.2 kJ/mol
* LUMO energy: 0.338 eV
* SMILES: COC[C@H](C)N.COC[C@H](C)N.COC[C@H](C)N.COC[C@H](C)N.COC[C@H](C)N.COCCNCCOC.COCCNCCOC.COCCNCCOC.COCCNCCOC
* strongest force on any atom: 2.4 eV/Å

2.
ORCA calculation (ωB97M-V/def2-TZVPD) on a 4-piece molecular cluster, C31H50F9NO16S5 overall.

Cartesian coordinates (Å):
C  4.75646  -1.82464  3.34587
C  3.34368  -1.21381  3.38406
C  3.26936  0.21056  2.80969
C  2.20615  0.40440  1.72002
N  2.08130  -0.74880  0.82586
C  2.87560  -0.92273  -0.36436
C  3.46839  -2.33653  -0.32872
C  2.45143  -3.44099  -0.53375
O  3.04787  -4.62795  0.00891
C  2.23484  -5.58543  0.53154
O  2.66442  -6.31858  1.37651
C  0.83491  -5.68065  -0.03467
C  0.25611  -7.08291  0.11322
O  4.00639  -0.02074  -0.33694
S  3.83592  1.30536  -1.19124
O  3.72294  2.44986  -0.36358
O  4.78009  1.25487  -2.25116
O  2.38406  0.94817  -1.74267
C  2.15736  -0.46669  -1.69605
C  2.54447  -1.08541  -3.06176
C  3.98726  -1.52593  -3.33838
O  4.00461  -2.96033  -3.36140
C  5.22376  -3.51409  -3.71120
C  5.78742  -4.38998  -2.63447
O  5.71519  -3.30057  -4.77867
S  0.31612  -0.61311  -1.69030
O  -0.14462  -0.08273  -2.93693
O  -0.00742  -1.94364  -1.26678
C  -0.39067  0.54202  -0.36450
F  -0.70395  -0.21479  0.69618
F  0.50298  1.46712  -0.00253
C  -1.67618  1.25460  -0.86616
F  -1.33593  2.23155  -1.71366
F  -2.45629  0.35740  -1.49407
C  -2.56365  1.88895  0.25860
F  -3.48855  2.62439  -0.39312
F  -3.18879  0.91750  0.93640
C  -1.87967  2.83934  1.28217
F  -1.11491  3.72592  0.64604
F  -2.82619  3.48729  1.95143
F  -1.13846  2.15528  2.14299
H  4.74084  -2.90054  3.15484
H  5.36883  -1.36359  2.56411
H  5.28531  -1.66470  4.28819
H  3.06469  -1.15019  4.44199
H  2.61158  -1.87190  2.91495
H  3.04006  0.93930  3.59294
H  4.24791  0.49662  2.40915
H  2.36836  1.34899  1.19893
H  1.23297  0.48948  2.20814
H  1.11674  -1.01842  0.69611
H  3.83835  -2.43126  0.69458
H  4.31946  -2.43345  -0.99417
H  1.53336  -3.20132  0.00442
H  2.21996  -3.59071  -1.58987
H  0.20936  -4.97055  0.52154
H  0.80741  -5.34264  -1.07286
H  0.83402  -7.81421  -0.45320
H  -0.76904  -7.09686  -0.26422
H  0.23976  -7.39086  1.15804
H  1.91587  -1.96122  -3.24599
H  2.27634  -0.31674  -3.78572
H  4.72377  -1.15079  -2.62664
H  4.27014  -1.15287  -4.32513
H  5.02962  -5.10586  -2.30668
H  6.66474  -4.91321  -3.00664
H  6.04762  -3.77614  -1.76868
C  -2.29866  -2.84453  4.70038
C  -1.22333  -3.11730  5.76060
C  0.08166  -2.48397  5.26425
S  -0.40551  -1.10007  4.22314
O  -0.00797  -1.38155  2.86136
O  -0.03391  0.14794  4.83787
C  -2.17193  -1.36634  4.34731
H  -3.29718  -3.07964  5.06510
H  -2.11320  -3.45413  3.81349
H  -1.51958  -2.65925  6.70596
H  -1.09157  -4.18314  5.93869
H  0.70579  -2.09582  6.06514
H  0.66065  -3.16092  4.63847
H  -2.62703  -1.08786  3.39956
H  -2.54075  -0.72283  5.14594
C  -7.00690  1.55761  -1.88500
C  -5.58996  1.23653  -2.38125
C  -5.70420  0.06280  -3.36003
S  -7.34986  0.17377  -4.08551
O  -8.11367  -0.97734  -3.67584
O  -7.25614  0.52427  -5.47835
C  -7.88979  1.58925  -3.12701
H  -7.04365  2.50456  -1.34793
H  -7.35147  0.77373  -1.20717
H  -5.17512  2.10756  -2.89248
H  -4.92380  0.98575  -1.55812
H  -4.97738  0.09950  -4.16757
H  -5.64646  -0.90010  -2.85611
H  -8.95350  1.48188  -2.92915
H  -7.70730  2.47666  -3.73271
C  -1.06957  6.92856  -0.04941
C  -1.94376  6.84561  -1.30841
C  -2.23861  8.28173  -1.75474
S  -0.84351  9.27680  -1.19378
O  -1.31379  10.21140  -0.20303
O  -0.08069  9.73958  -2.32322
C  0.02162  7.94601  -0.36284
H  -0.64140  5.96380  0.21227
H  -1.66536  7.27643  0.79744
H  -1.40142  6.31603  -2.09421
H  -2.86833  6.29978  -1.12291
H  -2.31751  8.39391  -2.83299
H  -3.12592  8.68890  -1.27393
H  0.52303  8.35436  0.51122
H  0.75510  7.55026  -1.06509

* molar mass: 1024.0 g/mol
* HOMO-LUMO gap: 9.66 eV
* LUMO energy: -0.036 eV
* SMILES: CCCCN[C@]1(CCOC(=O)CC)OS(=O)(=O)O[C@]1(CCOC(C)=O)S(=O)(=O)C(F)(F)C(F)(F)C(F)(F)C(F)(F)F.O=S1(=O)CCCC1.O=S1(=O)CCCC1.O=S1(=O)CCCC1
* strongest force on any atom: 0.8 eV/Å

3.
ORCA calculation (ωB97M-V/def2-TZVPD) on one molecule with the formula C7H15N at a distorted geometry.

Cartesian coordinates (Å):
C  -2.34510  0.86758  1.88730
C  -1.35752  1.01998  0.76642
C  -0.42457  -0.31026  0.86518
C  -0.21372  -1.17047  -0.29694
C  1.34452  -1.32666  -0.63174
C  2.08644  -0.25830  -1.41145
C  3.41764  -0.36742  -1.12387
N  -1.97782  1.33166  -0.53519
H  -1.63493  0.80483  2.76681
H  -2.72352  1.86144  1.83892
H  -2.96333  0.02806  1.93956
H  -0.49473  1.81306  1.13213
H  0.62668  0.06938  1.31101
H  -0.89251  -0.92650  1.62203
H  -0.50740  -2.13963  -0.14720
H  -0.70619  -0.55787  -1.03878
H  1.91077  -1.32333  0.36936
H  1.57081  -2.15804  -1.31901
H  1.69639  0.37267  -2.20981
H  4.17500  0.34989  -1.45698
H  3.96776  -1.13639  -0.39464
H  -2.75680  0.70639  -0.57123
H  -2.46948  2.18781  -0.42523

* molar mass: 113.2 g/mol
* HOMO-LUMO gap: 10.06 eV
* energy relative to the best compared isomer or geometry (same formula, charge and spin): 355.6 kJ/mol
* LUMO energy: 1.035 eV
* SMILES: C=CCCC[C@H](C)N
* strongest force on any atom: 4.6 eV/Å